{
  "formula": "C24H35KN9O5S",
  "method": "ωB97M-V/def2-TZVPD",
  "mol_weight_g_mol": 600.767,
  "e_tot_ev": -76265.8289,
  "total_charge": -1,
  "de_lowest_kj_mol": 10.4,
  "orbital_gap_ev": 6.023,
  "max_force_ev_per_a": 0.630,
  "elements": ["K", "O", "C", "C", "C", "C", "C", "C", "C", "O", "N", "N", "C", "C", "C", "C", "C", "C", "C", "O", "H", "H", "H", "H", "H", "H", "H", "H", "H", "H", "N", "N", "C", "N", "N", "N", "O", "O", "H", "H", "H", "H", "H", "C", "C", "C", "C", "N", "C", "S", "N", "C", "C", "C", "C", "H", "H", "H", "H", "H", "H", "H", "H", "H", "H", "H", "H", "H", "H", "H", "H", "H", "H", "H", "H"],
  "coordinates": [[-2.002317, -1.705266, -0.567480], [-3.976690, 0.268014, 4.690404], [-3.760486, -1.026646, 4.956809], [-4.108075, -1.509822, 6.220975], [-3.910260, -2.839497, 6.545438], [-3.359892, -3.715943, 5.616430], [-3.014263, -3.240047, 4.362813], [-3.204138, -1.908420, 4.008691], [-2.809093, -1.482885, 2.624197], [-2.364860, -2.335388, 1.825120], [-2.993194, -0.181094, 2.390084], [-2.677042, 0.234919, 1.119657], [-2.764502, 1.496691, 0.942597], [-2.525542, 2.248769, -0.295695], [-2.907857, 3.594545, -0.265875], [-2.742151, 4.458460, -1.332774], [-2.167382, 3.963855, -2.500858], [-1.770298, 2.643209, -2.564453], [-1.912962, 1.740293, -1.481183], [-1.449471, 0.532871, -1.582406], [-3.665320, 0.391858, 3.729249], [-4.534963, -0.816592, 6.934882], [-4.186069, -3.195425, 7.531614], [-3.200865, -4.756213, 5.871688], [-2.580130, -3.887630, 3.612690], [-3.080573, 2.113853, 1.792057], [-3.357029, 3.968892, 0.648881], [-3.057474, 5.491457, -1.262289], [-2.030211, 4.609564, -3.361188], [-1.328234, 2.256707, -3.478250], [0.758429, -0.052592, -2.931926], [0.533618, -0.708594, -4.167706], [-0.322121, -1.719972, -4.331643], [-0.351782, -2.261695, -5.581266], [-0.963257, -2.195708, -3.263751], [-2.059803, -2.967115, -3.436403], [-2.575930, -3.163199, -4.543298], [-2.519915, -3.457283, -2.420607], [-0.202867, 0.213816, -2.548128], [1.136362, 0.853508, -3.199831], [1.328203, -0.719330, -4.788192], [-0.087687, -1.650807, -6.336919], [-1.186072, -2.812185, -5.741474], [4.111637, -1.481388, -2.162500], [4.413848, -1.418283, -0.666188], [3.532676, -2.334193, 0.181397], [2.034579, -2.089084, -0.002057], [1.669321, -0.690123, 0.113849], [1.454230, -0.067322, 1.295833], [1.702329, -0.776019, 2.796083], [1.041805, 1.218096, 1.225776], [1.045094, 2.065946, 0.050404], [2.450002, 2.403506, -0.456260], [3.334370, 3.056477, 0.598403], [4.730584, 3.370381, 0.069367], [4.823865, -0.876410, -2.727750], [3.106788, -1.108055, -2.372922], [4.179697, -2.509902, -2.527539], [4.290251, -0.389882, -0.316525], [5.460146, -1.683444, -0.490222], [3.777401, -2.184083, 1.234017], [3.737172, -3.381241, -0.064792], [1.483797, -2.677000, 0.735521], [1.721411, -2.401031, -1.000784], [1.276045, -0.283134, -0.723350], [0.796038, 1.612215, 2.117025], [0.518629, 2.982048, 0.320046], [0.460243, 1.604764, -0.743132], [2.345685, 3.072363, -1.317704], [2.933189, 1.488093, -0.814222], [3.412893, 2.389228, 1.460052], [2.853095, 3.975537, 0.948330], [5.228646, 2.454342, -0.255408], [5.347661, 3.835879, 0.838970], [4.681016, 4.049809, -0.784376]],
  "atomic_forces_ev_per_a": [[0.208, 0.015, 0.173], [-0.085, -0.004, 0.053], [0.002, 0.007, -0.035], [-0.008, -0.049, 0.044], [0.008, 0.033, -0.029], [0.008, -0.058, 0.019], [-0.018, 0.045, 0.040], [-0.001, 0.009, 0.051], [0.052, 0.078, -0.242], [-0.034, -0.164, 0.159], [-0.159, 0.164, 0.245], [0.109, 0.100, -0.122], [-0.058, 0.013, 0.055], [-0.007, 0.089, 0.016], [-0.006, -0.082, 0.078], [0.019, 0.092, -0.129], [-0.040, -0.046, 0.118], [0.012, 0.081, -0.086], [0.097, -0.057, -0.036], [-0.138, 0.128, -0.067], [0.112, 0.017, 0.001], [0.000, 0.022, -0.013], [-0.002, 0.003, 0.007], [0.003, -0.002, -0.006], [0.002, -0.004, -0.011], [0.006, -0.013, 0.008], [0.000, -0.009, 0.008], [-0.004, -0.002, 0.015], [-0.001, 0.010, -0.003], [0.004, -0.041, 0.013], [-0.272, 0.172, 0.126], [0.065, -0.074, -0.234], [0.013, -0.419, 0.011], [-0.065, 0.020, -0.049], [0.118, 0.600, 0.151], [-0.025, -0.359, -0.482], [0.034, 0.054, 0.014], [-0.047, -0.131, -0.117], [0.071, -0.263, 0.278], [0.112, -0.002, -0.014], [-0.038, 0.079, -0.010], [-0.002, 0.019, 0.031], [0.023, -0.025, -0.012], [0.049, 0.010, 0.107], [-0.027, -0.061, -0.047], [0.006, 0.139, -0.031], [0.119, -0.111, 0.046], [-0.216, 0.071, 0.131], [0.048, 0.106, 0.013], [0.043, -0.135, -0.039], [-0.004, -0.056, -0.008], [0.111, 0.026, -0.081], [-0.045, -0.035, 0.097], [0.041, -0.021, -0.086], [-0.123, -0.012, 0.077], [-0.012, 0.001, -0.030], [0.020, -0.026, -0.027], [-0.022, 0.000, -0.027], [0.017, 0.007, 0.015], [0.007, 0.028, -0.008], [-0.019, -0.065, 0.002], [-0.001, -0.016, 0.013], [-0.036, 0.031, -0.020], [-0.032, -0.016, 0.013], [0.005, 0.082, -0.027], [0.053, -0.008, 0.011], [-0.041, -0.012, -0.010], [-0.116, -0.017, -0.040], [0.000, -0.012, -0.025], [0.023, 0.027, -0.030], [-0.025, 0.015, 0.020], [0.008, -0.001, 0.034], [0.031, 0.011, -0.019], [0.038, 0.003, -0.024], [0.030, 0.001, -0.015]],
  "lowdin_charge": [0.848, 0.015, -0.290, -0.038, -0.117, -0.118, -0.037, -0.073, -0.485, -0.155, -0.003, -0.032, -0.113, -0.149, -0.078, -0.136, -0.127, -0.051, -0.406, -0.269, 0.053, 0.104, 0.089, 0.085, 0.107, 0.112, 0.100, 0.083, 0.088, 0.094, 0.053, 0.005, -0.394, 0.163, 0.138, -0.443, 0.009, -0.033, 0.032, 0.091, 0.146, 0.105, 0.076, -0.116, -0.263, -0.208, -0.226, 0.017, -0.860, 0.589, 0.002, -0.182, -0.204, -0.266, -0.118, 0.064, 0.033, 0.073, 0.085, 0.101, 0.081, 0.110, 0.100, 0.110, 0.083, 0.113, 0.131, 0.078, 0.115, 0.090, 0.107, 0.110, 0.065, 0.065, 0.068]
}